# 1
{"formula": "C4H6O2", "method": "ωB97M-V/def2-TZVPD", "species": ["O", "C", "O", "C", "C", "C", "H", "H", "H", "H", "H", "H"], "coordinates": [[-1.368, -1.379, 1.446], [-0.808, -1.531, 0.402], [-1.127, -0.830, -0.729], [-0.027, 0.038, -0.910], [-0.076, 1.391, -0.298], [0.844, 0.362, 0.291], [0.058, -2.193, 0.240], [0.468, -0.086, -1.871], [-0.973, 1.592, 0.282], [0.350, 2.231, -0.828], [1.905, 0.347, 0.087], [0.602, 0.061, 1.308]], "forces_ev_per_a": [[-0.05, -0.47, -0.49], [-0.40, -0.27, 0.51], [-0.12, 0.09, 0.31], [0.43, 0.10, 0.01], [0.00, 0.31, -0.05], [0.32, 0.11, 0.01], [-0.21, -0.09, 0.12], [-0.08, -0.04, 0.22], [0.20, 0.05, -0.09], [-0.14, 0.00, -0.12], [0.05, 0.40, 0.00], [-0.01, -0.19, -0.44]], "fmax_ev_per_a": 0.70, "homo_energy_ev": -10.5, "e_above_lowest_kcal_mol": 46.7, "homo_lumo_gap_ha": 0.4263, "lumo_ev": 1.06, "energy_ha": -306.43189, "spin_multiplicity": 1}

***

# 2
{"formula": "C4H6O2", "method": "ωB97M-V/def2-TZVPD", "species": ["C", "C", "O", "C", "C", "O", "H", "H", "H", "H", "H", "H"], "coordinates": [[1.206, 0.287, -0.972], [0.014, 0.560, -0.090], [-1.273, 0.056, -0.601], [-1.344, -0.876, 0.835], [-0.116, -0.214, 1.223], [0.603, -0.257, 2.197], [2.106, 0.579, -0.421], [1.287, -0.780, -1.205], [1.163, 0.856, -1.906], [-0.151, 1.629, 0.074], [-1.176, -1.031, -0.536], [-2.317, -0.776, 1.307]], "forces_ev_per_a": [[0.01, -0.03, 0.00], [0.18, 0.11, 0.03], [-0.05, -0.25, 0.02], [-0.04, 0.09, 0.36], [0.16, -0.04, 0.14], [-0.32, 0.03, -0.37], [-0.11, -0.03, -0.09], [-0.04, 0.14, 0.05], [-0.02, -0.08, 0.15], [0.03, -0.14, 0.02], [0.06, 0.20, -0.23], [0.14, 0.00, -0.08]], "fmax_ev_per_a": 0.49, "homo_energy_ev": -9.0, "e_above_lowest_kcal_mol": 104.3, "homo_lumo_gap_ha": 0.3575, "lumo_ev": 0.73, "energy_ha": -306.34002, "spin_multiplicity": 1}

***

# 3
{"formula": "C4H6O2", "method": "ωB97M-V/def2-TZVPD", "species": ["O", "C", "C", "C", "C", "O", "H", "H", "H", "H", "H", "H"], "coordinates": [[-0.963, 2.202, 1.594], [-0.972, 0.989, 1.340], [-0.783, 0.481, -0.093], [0.243, -0.641, -0.053], [1.280, -0.842, -1.131], [1.514, -0.183, 0.096], [-0.974, 0.146, 2.145], [-1.750, 0.046, -0.536], [-0.525, 1.347, -0.645], [-0.132, -1.509, 0.456], [1.752, -1.861, -1.137], [1.311, -0.176, -2.037]], "forces_ev_per_a": [[-0.26, -3.27, -0.20], [0.42, 1.62, 0.48], [-1.80, -1.55, 0.50], [-1.24, 0.82, -2.19], [-0.50, -0.29, -0.06], [2.13, 0.26, 1.16], [-0.23, 1.41, -0.77], [1.08, 0.69, 0.85], [0.57, 0.61, -0.87], [0.37, -0.50, 0.63], [-0.48, 1.14, -0.50], [-0.06, -0.95, 0.99]], "fmax_ev_per_a": 3.29, "homo_energy_ev": -10.0, "e_above_lowest_kcal_mol": 57.9, "homo_lumo_gap_ha": 0.4010, "lumo_ev": 0.96, "energy_ha": -306.41405, "spin_multiplicity": 1}

***

# 4
{"formula": "C4H6O2", "method": "ωB97M-V/def2-TZVPD", "species": ["O", "C", "C", "C", "O", "C", "H", "H", "H", "H", "H", "H"], "coordinates": [[1.737, -1.327, 0.507], [0.683, -1.461, -0.279], [-1.083, -0.236, 0.415], [-1.344, 1.129, 0.017], [-2.240, 1.773, -0.463], [0.094, 0.999, -0.109], [2.487, -0.854, 0.106], [0.886, -0.964, -1.259], [-0.871, -0.483, 1.453], [-1.644, -1.017, -0.099], [0.572, 1.291, -1.054], [0.723, 1.150, 0.765]], "forces_ev_per_a": [[0.25, -0.11, -0.13], [0.52, -0.59, -0.29], [-0.40, 0.29, 0.15], [-0.38, 0.36, -0.07], [0.17, 0.06, 0.21], [-0.17, 0.24, 0.15], [-0.08, 0.11, 0.06], [0.10, -0.18, 0.15], [0.10, 0.21, -0.24], [0.42, 0.30, -0.13], [-0.29, -0.59, 0.19], [-0.25, -0.10, -0.04]], "fmax_ev_per_a": 0.84, "homo_energy_ev": -8.3, "e_above_lowest_kcal_mol": 148.7, "homo_lumo_gap_ha": 0.3197, "lumo_ev": 0.37, "energy_ha": -306.26926, "spin_multiplicity": 1}

***

# 5
{"formula": "C4H6O2", "method": "ωB97M-V/def2-TZVPD", "species": ["O", "C", "C", "C", "C", "O", "H", "H", "H", "H", "H", "H"], "coordinates": [[0.195, 1.464, -1.837], [0.593, 1.071, -0.717], [-0.896, -0.256, 0.895], [0.471, -0.850, 0.996], [0.042, -0.228, -0.332], [-0.309, -0.803, -1.487], [-0.365, 0.506, -2.077], [1.381, 1.646, -0.239], [-1.155, 0.638, 1.451], [-1.715, -0.945, 0.703], [0.569, -1.930, 1.020], [1.187, -0.313, 1.624]], "forces_ev_per_a": [[0.41, 0.06, 0.21], [-0.04, 0.42, 0.00], [-0.06, 0.02, 0.18], [0.05, -0.12, -0.11], [0.48, 0.28, -0.09], [-0.78, 0.27, -0.32], [0.19, -1.37, 0.16], [-0.35, 0.28, 0.46], [0.12, -0.07, -0.01], [0.13, 0.21, 0.00], [-0.05, 0.14, -0.09], [-0.09, -0.13, -0.38]], "fmax_ev_per_a": 1.39, "homo_energy_ev": -8.5, "e_above_lowest_kcal_mol": 76.8, "homo_lumo_gap_ha": 0.3030, "lumo_ev": -0.22, "energy_ha": -306.38388, "spin_multiplicity": 1}

***

# 6
{"formula": "C4H6O2", "method": "ωB97M-V/def2-TZVPD", "species": ["C", "C", "C", "C", "H", "H", "H", "H", "H", "H", "O", "O"], "coordinates": [[-1.464, 0.069, -0.063], [0.642, 1.018, 0.269], [1.456, -0.184, -0.078], [0.322, -1.018, -0.390], [-2.074, 0.235, 1.011], [-2.286, 0.254, -0.953], [0.335, 1.079, 1.361], [1.930, -0.351, 1.132], [2.373, -0.024, -0.750], [0.231, -1.133, -1.504], [-0.606, 1.156, -0.398], [-0.859, -1.102, 0.362]], "forces_ev_per_a": [[-6.10, 4.10, 2.14], [-2.52, 0.46, 1.41], [3.09, -0.45, 4.03], [1.47, -1.28, -1.34], [0.98, 0.49, -2.66], [1.93, -1.82, 1.83], [0.88, 0.18, -0.83], [-1.28, 0.21, -3.58], [-1.77, -0.92, 0.51], [-0.67, -0.08, 1.02], [0.73, -1.07, 0.17], [3.26, 0.19, -2.70]], "fmax_ev_per_a": 7.66, "homo_energy_ev": -7.7, "e_above_lowest_kcal_mol": 179.3, "homo_lumo_gap_ha": 0.2586, "lumo_ev": -0.70, "energy_ha": -306.22061, "spin_multiplicity": 1}